Computed, not measured: one molecule with the formula C5H7Br, with ωB97M-V/def2-TZVPD.

## Properties
SMILES string   Br/C=C/C1CC1
ΔE to the lowest compared entry with this formula, charge and spin   142.60 kJ/mol
F_max   4.611 eV/A
Frontier orbital gap   10.26 eV
Total energy   -2768.6330 Eh
Spin multiplicity   1
E_LUMO   0.972 eV

Positions of all 13 atoms, in Å:
1 C -0.312 0.416 0.458
2 C 1.010 -0.173 0.375
3 C -1.298 0.296 -0.761
4 C -1.559 -0.454 0.452
5 C 2.015 0.149 -0.416
6 Br 3.814 -0.380 -0.105
7 H -0.341 1.263 0.992
8 H 1.308 -1.005 1.182
9 H -2.085 1.016 -1.132
10 H -1.006 -0.482 -1.516
11 H -2.251 -0.089 1.243
12 H -1.181 -1.478 0.525
13 H 1.886 0.920 -1.297

***

Computed, not measured: a 2-piece molecular cluster, CH3NO2S overall, with ωB97M-V/def2-TZVPD.

## Properties
ΔE to the lowest compared entry with this formula, charge and spin   369.25 kJ/mol
F_max   5.363 eV/A
Frontier orbital gap   10.92 eV
Total energy   -643.1735 Eh
Spin multiplicity   1
E_LUMO   0.439 eV

Positions of all 8 atoms, in Å:
1 C -0.751 -0.114 0.419
2 N -0.441 -0.044 -1.040
3 O 1.700 -1.113 0.362
4 O 1.622 1.234 -0.004
5 S 0.938 0.035 -0.005
6 H -1.493 0.549 0.815
7 H -1.125 -1.496 0.651
8 H -0.450 0.950 -1.198

***

Computed, not measured: C14H22AlBFN2O4 as an isolated structure, with ωB97M-V/def2-TZVPD.

## Properties
F_max   0.834 eV/A
Frontier orbital gap   7.74 eV
Charge   -1
Total energy   -1324.5230 Eh
Spin multiplicity   1
E_LUMO   2.591 eV

Positions of all 45 atoms, in Å:
1 C 4.148 2.018 1.129
2 C 2.610 2.070 1.122
3 B 1.970 0.804 0.405
4 O 2.617 0.443 -0.789
5 Al 0.189 -0.231 0.996
6 F -0.054 -1.581 0.003
7 O 0.288 -0.900 2.731
8 C -0.758 -1.502 3.124
9 N -1.709 -2.053 3.496
10 C -1.428 0.937 0.865
11 C -2.544 0.591 0.097
12 C -3.626 1.455 -0.013
13 N -3.693 2.644 0.583
14 C -2.644 2.985 1.330
15 C -1.521 2.186 1.494
16 H 4.497 1.010 1.377
17 H 4.538 2.246 0.137
18 H 4.579 2.709 1.856
19 H 2.222 2.187 2.137
20 H 2.284 2.961 0.562
21 H 2.963 -0.452 -0.761
22 H -2.575 -0.364 -0.420
23 H -4.482 1.170 -0.619
24 H -2.697 3.953 1.822
25 H -0.711 2.551 2.120
26 C -3.367 -4.280 1.520
27 C -3.924 -5.669 1.390
28 O -5.110 -5.901 1.316
29 C -2.909 -6.792 1.359
30 H -4.175 -3.553 1.532
31 H -2.792 -4.178 2.442
32 H -2.696 -4.060 0.687
33 H -2.316 -6.782 2.275
34 H -2.229 -6.655 0.516
35 H -3.421 -7.748 1.264
36 C 3.886 2.397 -4.559
37 C 3.145 3.150 -3.477
38 O 3.732 3.842 -2.679
39 C 1.647 2.989 -3.445
40 H 4.952 2.589 -4.470
41 H 3.698 1.327 -4.459
42 H 3.539 2.717 -5.543
43 H 1.387 1.938 -3.307
44 H 1.208 3.339 -4.382
45 H 1.238 3.565 -2.619

***

Computed, not measured: a 3-piece molecular cluster, C28H46F6I2O10S overall, with ωB97M-V/def2-TZVPD.

## Properties
SMILES string   CC(C)CC[C@]1(C[C@H](C)O)[C@H]([C@H](I)[C@@H](C)I)[C@@H](CC=O)OS(=O)(=O)[C@@H]1C[C@H](C)O.CCOC(=O)C(F)(F)F.CCOC(=O)C(F)(F)F
F_max   1.599 eV/A
Frontier orbital gap   9.45 eV
Total energy   -3439.6583 Eh
Spin multiplicity   1
E_LUMO   0.316 eV

Positions of all 93 atoms, in Å:
1 C 4.437 -1.176 -1.759
2 C 4.075 -0.632 -0.362
3 C 5.041 -1.260 0.676
4 C 2.656 -1.049 0.049
5 C 1.461 -0.580 -0.782
6 C 1.123 0.922 -0.800
7 C 1.513 1.511 0.590
8 C 0.789 1.036 1.877
9 C 1.787 0.921 3.050
10 O 0.013 -0.146 1.782
11 C -0.388 1.173 -1.037
12 C -1.084 0.603 -2.325
13 I -3.157 0.164 -1.756
14 C -0.534 -0.595 -3.096
15 C -0.831 -2.009 -2.552
16 I -1.377 -0.505 -5.110
17 C -0.835 2.636 -0.969
18 C -1.116 3.230 0.423
19 C -2.201 4.277 0.307
20 O -3.310 4.126 0.781
21 O -0.103 3.564 -1.781
22 S 1.464 3.462 -2.044
23 O 1.621 3.847 -3.414
24 O 2.137 4.261 -1.055
25 C 2.024 1.752 -1.805
26 C 2.278 1.161 -3.191
27 C 3.529 1.730 -3.915
28 C 4.117 0.695 -4.882
29 O 4.487 2.255 -3.018
30 H 4.970 -0.457 -2.374
31 H 5.101 -2.032 -1.652
32 H 3.565 -1.555 -2.290
33 H 4.246 0.440 -0.280
34 H 5.980 -0.716 0.730
35 H 4.592 -1.176 1.669
36 H 5.194 -2.319 0.489
37 H 2.549 -0.823 1.105
38 H 2.664 -2.142 -0.018
39 H 1.548 -1.032 -1.763
40 H 0.586 -1.057 -0.348
41 H 2.587 1.417 0.726
42 H 1.369 2.589 0.546
43 H 0.098 1.804 2.208
44 H 2.215 -0.078 3.116
45 H 1.243 1.092 3.979
46 H 2.554 1.688 2.989
47 H 0.572 -0.914 1.903
48 H -0.883 0.719 -0.182
49 H -1.227 1.423 -3.021
50 H 0.521 -0.535 -3.303
51 H -1.693 -2.443 -3.045
52 H 0.013 -2.651 -2.808
53 H -0.968 -2.010 -1.477
54 H -1.825 2.621 -1.429
55 H -0.234 3.747 0.806
56 H -1.453 2.461 1.108
57 H -1.936 5.197 -0.243
58 H 2.973 1.893 -1.299
59 H 1.432 1.410 -3.836
60 H 2.356 0.079 -3.206
61 H 3.200 2.557 -4.535
62 H 4.016 -0.326 -4.515
63 H 5.180 0.881 -5.024
64 H 3.606 0.764 -5.838
65 H 5.138 1.588 -2.795
66 C 0.754 -2.595 7.090
67 C -0.069 -3.113 5.932
68 O 0.715 -3.177 4.722
69 C 1.495 -4.237 4.588
70 O 1.622 -5.144 5.351
71 C 2.221 -4.158 3.235
72 F 2.709 -2.931 3.023
73 F 1.369 -4.433 2.241
74 F 3.220 -5.020 3.175
75 H 1.194 -1.628 6.843
76 H 0.126 -2.480 7.972
77 H 1.566 -3.279 7.333
78 H -0.886 -2.433 5.704
79 H -0.494 -4.093 6.144
80 C -9.207 1.929 -0.192
81 C -8.427 1.061 0.770
82 O -8.401 -0.314 0.331
83 C -7.509 -0.604 -0.599
84 O -6.731 0.146 -1.105
85 C -7.573 -2.106 -0.929
86 F -8.832 -2.516 -1.081
87 F -7.022 -2.811 0.063
88 F -6.910 -2.366 -2.044
89 H -10.213 1.532 -0.333
90 H -9.281 2.944 0.197
91 H -8.723 1.969 -1.166
92 H -8.907 1.038 1.746
93 H -7.408 1.422 0.904

***

Computed, not measured: C22H25N5O7P2RuS as an isolated structure, with ωB97M-V/def2-TZVPD.

## Properties
ΔE to the lowest compared entry with this formula, charge and spin   62.69 kJ/mol
⟨S²⟩   0.76
F_max   1.876 eV/A
Frontier orbital gap (alpha / beta)   6.79 / 6.36 eV
Charge   -1
Total energy   -2829.9819 Eh
Spin multiplicity   2
E_LUMO (alpha / beta)   2.475 / 1.896 eV

Positions of all 63 atoms, in Å:
1 Ru -0.455 0.629 -0.041
2 C 4.765 0.510 2.294
3 C 4.074 -0.523 1.420
4 N 2.837 -1.016 2.012
5 C 1.627 -0.471 1.725
6 S 1.500 1.147 1.131
7 N 0.557 -1.201 1.930
8 N -0.601 -0.458 1.659
9 C -1.426 -0.279 2.634
10 C -1.086 -0.691 4.032
11 C -2.764 0.341 2.435
12 C -3.411 0.975 3.491
13 C -4.651 1.550 3.263
14 C -5.211 1.461 2.007
15 C -4.497 0.797 1.018
16 N -3.313 0.248 1.225
17 H 5.687 0.848 1.819
18 H 5.006 0.095 3.274
19 H 4.116 1.374 2.435
20 H 4.725 -1.386 1.265
21 H 3.858 -0.098 0.436
22 H 2.789 -1.996 2.245
23 H -0.111 -1.159 4.074
24 H -1.840 -1.373 4.428
25 H -1.085 0.201 4.663
26 H -2.940 1.057 4.459
27 H -5.160 2.082 4.057
28 H -6.169 1.910 1.785
29 H -4.885 0.707 0.011
30 O -1.256 4.463 -0.906
31 P -2.095 3.430 -0.027
32 O -3.110 4.097 0.793
33 O -1.083 2.492 0.652
34 O -2.831 2.525 -1.181
35 P -1.986 1.541 -2.139
36 O -2.819 1.592 -3.497
37 O -0.605 2.095 -2.309
38 O -2.066 0.180 -1.517
39 H -0.725 3.942 -1.528
40 H -3.663 1.149 -3.404
41 C -1.427 -3.770 -2.975
42 C -1.462 -3.571 -1.603
43 C -0.743 -2.540 -1.016
44 C 0.020 -1.668 -1.792
45 C 0.048 -1.876 -3.178
46 C -0.660 -2.911 -3.757
47 N 0.693 -0.596 -1.192
48 C 1.974 -0.329 -1.651
49 C 2.878 -1.376 -1.894
50 C 4.177 -1.128 -2.304
51 C 4.626 0.174 -2.484
52 C 3.734 1.218 -2.264
53 C 2.430 0.976 -1.865
54 H -1.987 -4.578 -3.431
55 H -2.052 -4.226 -0.973
56 H -0.765 -2.413 0.059
57 H 0.615 -1.192 -3.800
58 H -0.631 -3.035 -4.833
59 H 2.554 -2.398 -1.736
60 H 4.846 -1.964 -2.471
61 H 5.641 0.372 -2.803
62 H 4.050 2.243 -2.416
63 H 1.743 1.803 -1.743

***

Computed, not measured: C30H38N4O2Sm as an isolated structure, with ωB97M-V/def2-TZVPD.

## Properties
ΔE to the lowest compared entry with this formula, charge and spin   170.95 kJ/mol
⟨S²⟩   8.77
F_max   6.642 eV/A
Frontier orbital gap (alpha / beta)   5.62 / 5.80 eV
Charge   +1
Total energy   -2193.1124 Eh
Spin multiplicity   6
E_LUMO (alpha / beta)   -2.732 / -2.708 eV

Positions of all 75 atoms, in Å:
1 Sm -0.005 0.015 0.007
2 C -0.628 2.280 1.785
3 C 0.864 2.660 1.673
4 C 1.345 2.832 0.258
5 C 2.464 3.616 0.001
6 C 2.905 3.758 -1.301
7 C 2.232 3.097 -2.315
8 C 1.143 2.323 -1.973
9 N 0.679 2.190 -0.720
10 N -0.875 0.803 1.960
11 C -2.355 0.528 1.994
12 C -2.990 0.832 0.680
13 C -4.362 0.877 0.481
14 C -4.829 1.251 -0.770
15 C -3.913 1.557 -1.769
16 C -2.567 1.475 -1.469
17 N -2.086 1.126 -0.261
18 C -0.482 0.555 3.410
19 C 0.593 -0.484 3.414
20 C 1.410 -0.815 4.485
21 C 2.388 -1.776 4.282
22 C 2.508 -2.364 3.024
23 C 1.636 -1.965 2.033
24 N 0.676 -1.043 2.216
25 H -1.159 2.733 0.951
26 H -1.049 2.807 2.650
27 H 1.518 1.944 2.175
28 H 0.994 3.617 2.192
29 H 2.983 4.112 0.810
30 H 3.769 4.372 -1.524
31 H 2.551 3.174 -3.345
32 H 0.597 1.769 -2.726
33 H -2.852 1.124 2.772
34 H -2.522 -0.472 2.203
35 H -5.048 0.647 1.286
36 H -5.893 1.312 -0.963
37 H -4.238 1.856 -2.756
38 H -1.818 1.707 -2.209
39 H -1.315 0.178 4.013
40 H -0.118 1.452 3.914
41 H 1.300 -0.326 5.446
42 H 3.056 -2.060 5.085
43 H 3.267 -3.109 2.822
44 H 1.684 -2.374 1.044
45 C -1.312 0.123 -4.336
46 C -1.385 -1.313 -3.806
47 C -2.684 -1.509 -3.019
48 C -0.153 -1.689 -2.987
49 C -0.174 -2.739 -2.070
50 C 0.942 -3.043 -1.303
51 C 2.118 -2.306 -1.420
52 C 3.336 -2.631 -0.606
53 C 2.154 -1.279 -2.357
54 C 1.044 -0.986 -3.133
55 H -2.288 0.467 -4.676
56 H -0.616 0.221 -5.169
57 H -0.994 0.805 -3.555
58 H -1.416 -1.985 -4.674
59 H -2.648 -0.959 -2.077
60 H -2.872 -2.559 -2.792
61 H -3.544 -1.138 -3.578
62 H -1.075 -3.324 -1.947
63 H 0.907 -3.863 -0.597
64 H 3.936 -3.392 -1.107
65 H 3.080 -3.001 0.377
66 H 3.957 -1.746 -0.468
67 H 3.064 -0.706 -2.473
68 H 1.110 -0.187 -3.855
69 C -2.063 -2.393 1.961
70 O -1.415 -1.391 1.140
71 H -2.174 -3.315 1.389
72 H -3.045 -2.060 2.297
73 H -1.432 -2.583 2.828
74 H -1.990 -1.217 0.356
75 O 1.737 0.243 1.041

***

Look up the spin multiplicity of the second one.
1